{
  "formula": "C5H9N3",
  "method": "the ωB97M-V functional and the def2-TZVPD basis",
  "smiles": "C=NN1[C@@H]2CNC[C@@H]21",
  "relative_energy_kcal_mol": 150.8,
  "homo_energy_ev": -8.6263,
  "total_energy_ha": -359.95700,
  "symbols": ["C", "N", "N", "C", "C", "N", "C", "C", "H", "H", "H", "H", "H", "H", "H", "H", "H"],
  "coordinates": [[-2.99693, -0.02800, 0.54503], [-2.12607, 0.14803, -0.39766], [-0.80778, 0.19809, 0.20011], [-0.04737, -0.47056, -0.67505], [1.27612, -1.09185, -0.34682], [1.92608, -0.33496, 0.68987], [1.53847, 1.06569, 0.16057], [0.24189, 0.96798, -0.60374], [-2.71583, -0.58606, 1.54196], [-4.12614, 0.00515, 0.15924], [-0.83367, -1.31459, -1.29244], [1.96800, -1.04698, -1.21401], [1.07530, -2.16029, 0.06236], [1.66108, -0.53732, 1.78084], [1.78796, 1.84664, 1.03291], [2.38909, 1.57811, -0.51023], [-0.21019, 1.76091, -1.13294]],
  "forces_ev_per_angstrom": [[-1.0, -2.0, -1.4], [-1.2, 2.2, 2.5], [-1.1, 0.5, 3.8], [0.6, -5.2, -5.2], [-0.3, -3.7, 2.4], [-0.5, 2.1, 1.6], [3.8, 2.4, 2.4], [-1.7, 0.1, 0.5], [-0.5, 1.9, -1.6], [2.5, -0.2, 1.1], [2.9, 3.0, 0.5], [-0.8, -0.5, 0.2], [0.8, 1.4, -1.1], [0.2, 0.9, -4.0], [-1.8, -1.6, -1.4], [-1.7, -1.9, 0.6], [0.0, 0.6, -0.9]],
  "mulliken_charge": [-0.220, -0.564, -0.022, 0.262, -0.643, -0.485, -0.726, -0.440, 0.276, 0.251, 0.326, 0.239, 0.345, 0.315, 0.293, 0.270, 0.524]
}